Formula: C12H12Cl5OS3V
Source: the OMol25 dataset
Level of theory: ωB97M-V/def2-TZVPD

```
! RIJCOSX wB97M-V def2-TZVPD def2/J DEFGRID3
* xyz 2 3
V -0.162 -0.554 0.038
C -0.868 0.892 2.813
C -1.065 2.104 1.911
S -0.808 1.764 0.133
C -2.427 1.755 -0.697
C -3.318 0.558 -0.418
S -2.455 -1.029 -0.766
C -2.718 -2.054 0.722
C -1.789 -1.731 1.891
S -2.286 -0.242 2.814
H -0.773 1.245 3.842
H 0.073 0.363 2.615
H -0.340 2.882 2.150
H -2.062 2.529 2.028
H -2.163 1.825 -1.754
H -2.936 2.684 -0.438
H -4.187 0.585 -1.075
H -3.648 0.528 0.617
H -2.575 -3.079 0.376
H -3.759 -1.957 1.030
H -0.691 -1.756 1.655
H -1.801 -2.584 2.577
Cl 5.724 -0.126 -4.013
C 4.528 -0.272 -2.810
C 3.178 -0.225 -3.178
Cl 2.692 -0.037 -4.800
C 2.232 -0.345 -2.176
Cl 0.522 -0.339 -2.495
C 2.592 -0.511 -0.850
O 1.596 -0.626 0.057
C 3.926 -0.561 -0.469
Cl 4.321 -0.760 1.173
C 4.899 -0.436 -1.466
Cl 6.544 -0.490 -1.036
*
```

Values from the calculation:
**DFT total energy**: -4978.63619 hartree
**LUMO (alpha / beta)**: -8.983 / -8.166 eV
**E_HOMO (alpha / beta)**: -14.57 / -14.62 eV
**Kohn-Sham gap (alpha / beta)**: 5.585 / 6.457 eV

natural (NBO) population analysis, charges in e, atoms 1 to 8:
1 V 1.35
2 C -0.55
3 C -0.53
4 S 0.30
5 C -0.53
6 C -0.52
7 S 0.28
8 C -0.53

=====

Formula: C6H18ClN3Si
Source: the OMol25 dataset
Level of theory: ωB97M-V/def2-TZVPD

```
! RIJCOSX wB97M-V def2-TZVPD def2/J DEFGRID3
* xyz 0 1
C 0.978 0.033 -1.974
N 1.769 -1.012 -1.206
Si 1.877 -0.896 0.589
Cl 2.168 -2.745 1.296
N 3.161 0.110 1.211
C 3.496 1.392 0.733
H 0.045 0.394 -1.461
H 1.766 0.901 -1.764
H 0.743 -0.221 -3.023
H 1.480 -1.897 -1.594
H 0.569 -0.323 0.987
H 3.112 0.054 2.202
H 4.385 1.868 1.172
H 3.431 1.275 -0.371
H 2.566 2.122 0.893
C -1.584 2.317 0.310
C -2.243 1.038 0.514
N -2.389 0.091 -0.271
C -3.059 -1.097 0.131
C -2.184 -2.229 -0.311
H -2.360 2.964 0.515
H -0.806 2.546 0.947
H -1.162 2.370 -0.742
H -2.464 0.918 1.737
H -4.042 -1.151 -0.302
H -3.327 -1.215 1.201
H -2.639 -3.190 -0.052
H -2.034 -2.226 -1.424
H -1.256 -2.192 0.060
*
```

Values from the calculation:
**Structure (SMILES)**: CN[SiH](Cl)NC.C/C=N/CC
**DFT total energy**: -1153.35565 hartree
**Energy above the lowest of the compared OMol25 structures with the same formula, charge and spin**: 39.15 kcal per mole
**LUMO**: 0.840 eV
**E_HOMO**: -8.95 eV
**Kohn-Sham gap**: 9.793 eV

natural (NBO) population analysis, charges in e, atoms 1 to 8:
1 C -0.43
2 N -1.07
3 Si 1.65
4 Cl -0.37
5 N -1.06
6 C -0.40
7 H 0.20
8 H 0.18

=====

Formula: C6H10O
Source: the OMol25 dataset
Level of theory: ωB97M-V/def2-TZVPD

```
! RIJCOSX wB97M-V def2-TZVPD def2/J DEFGRID3
* xyz 1 2
C -2.083 -1.294 1.851
C -0.730 -1.262 1.180
C -0.245 -0.007 0.486
C 0.855 -0.125 -0.293
C 1.494 0.964 -0.957
C 1.505 1.342 -2.249
O 2.100 2.466 -2.636
H -2.850 -1.613 1.154
H -2.484 -0.505 2.506
H -1.893 -1.948 2.747
H -0.750 -2.091 0.499
H 0.051 -1.362 1.940
H -0.524 0.946 0.872
H 1.213 -1.121 -0.594
H 1.966 1.739 -0.284
H 0.875 0.895 -3.023
H 1.499 2.975 -3.199
*
```

Values from the calculation:
**DFT total energy**: -309.46701 hartree
**Energy above the lowest of the compared OMol25 structures with the same formula, charge and spin**: 49.07 kcal per mole
**LUMO (alpha / beta)**: -4.158 / -7.953 eV
**E_HOMO (alpha / beta)**: -14.48 / -14.65 eV
**Kohn-Sham gap (alpha / beta)**: 10.322 / 6.695 eV

natural (NBO) population analysis, charges in e, atoms 1 to 8:
1 C -0.64
2 C -0.47
3 C 0.06
4 C -0.19
5 C -0.17
6 C 0.30
7 O -0.58
8 H 0.23

=====

Formula: C12H32Si4
Source: the OMol25 dataset
Level of theory: ωB97M-V/def2-TZVPD

```
! RIJCOSX wB97M-V def2-TZVPD def2/J DEFGRID3
* xyz 0 1
C 3.019 -1.792 0.223
Si 1.103 -1.998 0.019
C 0.867 -3.791 -0.401
C 0.054 -1.217 1.405
Si -1.866 -0.781 1.107
C -2.809 -1.250 2.627
C -2.274 -2.070 -0.257
C -2.017 1.111 0.557
Si -0.549 2.284 0.849
C -0.395 2.314 2.723
C -1.073 3.826 -0.014
C 1.152 1.611 0.144
Si 1.183 0.773 -1.589
C -0.133 1.335 -2.880
C 2.890 1.083 -2.356
C 0.743 -1.021 -1.565
H 3.333 -0.807 0.016
H 3.701 -2.487 -0.281
H 3.340 -1.888 1.288
H 1.798 -4.298 -0.658
H 0.431 -4.263 0.519
H 0.062 -3.972 -1.185
H 0.482 -0.206 1.554
H 0.159 -1.714 2.348
H -3.713 -0.596 2.681
H -3.163 -2.294 2.466
H -2.196 -1.104 3.546
H -1.595 -2.899 -0.122
H -3.293 -2.410 -0.398
H -2.161 -1.593 -1.280
H -2.992 1.342 1.046
H -2.256 1.163 -0.474
H 0.458 2.830 3.156
H -1.375 2.394 3.235
H -0.011 1.330 2.917
H -1.907 4.189 0.594
H -0.369 4.645 -0.203
H -1.354 3.385 -0.983
H 1.593 0.895 0.753
H 1.799 2.503 0.208
H 0.026 1.026 -3.946
H -1.166 1.060 -2.749
H 0.064 2.360 -2.950
H 2.661 1.370 -3.388
H 3.401 1.772 -1.690
H 3.435 0.138 -2.379
H 1.283 -1.410 -2.419
H -0.370 -0.876 -1.819
*
```

Values from the calculation:
**Structure (SMILES)**: C[Si]1(C)C[Si](C)(C)C[Si](C)(C)C[Si](C)(C)C1
**DFT total energy**: -1634.46219 hartree
**Energy above the lowest of the compared OMol25 structures with the same formula, charge and spin**: 41.98 kcal per mole
**LUMO**: 0.707 eV
**E_HOMO**: -9.28 eV
**Kohn-Sham gap**: 9.983 eV

natural (NBO) population analysis, charges in e, atoms 1 to 8:
1 C -1.11
2 Si 1.70
3 C -1.15
4 C -1.37
5 Si 1.68
6 C -1.15
7 C -1.12
8 C -1.37

=====

What did the third record say?
Formula: C6H10O
Source: the OMol25 dataset
Level of theory: ωB97M-V/def2-TZVPD

```
! RIJCOSX wB97M-V def2-TZVPD def2/J DEFGRID3
* xyz 1 2
C -2.083 -1.294 1.851
C -0.730 -1.262 1.180
C -0.245 -0.007 0.486
C 0.855 -0.125 -0.293
C 1.494 0.964 -0.957
C 1.505 1.342 -2.249
O 2.100 2.466 -2.636
H -2.850 -1.613 1.154
H -2.484 -0.505 2.506
H -1.893 -1.948 2.747
H -0.750 -2.091 0.499
H 0.051 -1.362 1.940
H -0.524 0.946 0.872
H 1.213 -1.121 -0.594
H 1.966 1.739 -0.284
H 0.875 0.895 -3.023
H 1.499 2.975 -3.199
*
```

Values from the calculation:
**DFT total energy**: -309.46701 hartree
**Energy above the lowest of the compared OMol25 structures with the same formula, charge and spin**: 49.07 kcal per mole
**LUMO (alpha / beta)**: -4.158 / -7.953 eV
**E_HOMO (alpha / beta)**: -14.48 / -14.65 eV
**Kohn-Sham gap (alpha / beta)**: 10.322 / 6.695 eV

natural (NBO) population analysis, charges in e, atoms 1 to 8:
1 C -0.64
2 C -0.47
3 C 0.06
4 C -0.19
5 C -0.17
6 C 0.30
7 O -0.58
8 H 0.23